(1)
Entry from the OMol25 dataset: C9H16NO3P in the gas phase in a non-equilibrium geometry (ωB97M-V/def2-TZVPD).

Structure (XYZ):
```
30
Properties=species:S:1:pos:R:3:forces:R:3
C -1.3841 0.7705 -0.7793 -0.62 -0.55 -0.11
C -0.6732 1.4861 0.3428 0.71 -1.08 0.85
C -1.4794 -0.5469 -0.0695 1.29 -0.31 0.01
C 0.5718 0.5832 0.5697 0.21 -0.89 1.12
C -0.0082 -0.8105 0.2667 0.38 -1.86 0.33
C -1.6256 1.2894 1.4620 -0.79 -1.56 2.64
C 1.8784 -0.4192 -1.0774 -0.86 0.95 0.63
C 3.1364 -0.9149 -0.4425 -0.48 2.16 0.21
C 2.0454 -0.1477 -2.5545 0.31 0.36 -2.85
N -2.1517 -0.0988 1.1492 1.34 0.29 0.29
O 1.5478 0.8141 -0.4259 -0.54 0.30 -0.16
O 0.7503 -1.2587 -0.8421 0.24 -0.22 -0.81
O -2.6413 2.2201 1.3820 -0.43 0.66 -1.77
P -2.5156 -1.1122 2.4648 -0.52 1.88 1.24
H -2.4239 0.8007 -1.0016 -0.98 2.09 -0.13
H -0.8345 0.8976 -1.6599 0.90 -0.58 -1.46
H -0.3080 2.4368 0.1738 0.14 2.25 -0.28
H -2.0457 -1.3336 -0.5591 0.22 -0.20 -0.07
H 1.0878 0.5718 1.5924 -1.02 0.58 -1.12
H 0.0531 -1.6198 1.0347 0.23 0.87 -0.04
H -1.2833 1.2019 2.5443 0.31 0.55 -1.34
H 3.9111 -0.2677 -0.7778 0.81 0.66 -0.14
H 3.3844 -1.8402 -0.7396 0.73 -3.53 -1.26
H 3.1381 -0.9090 0.6158 -0.37 0.18 1.17
H 2.7024 -0.8892 -3.0424 -0.19 -0.16 0.54
H 2.6015 0.8273 -2.9001 -1.45 -1.46 1.33
H 1.0766 -0.2900 -3.1400 1.06 0.66 1.03
H -3.0196 2.5738 2.1682 0.02 -0.18 1.18
H -1.9617 -2.3624 2.4418 1.62 -0.85 -0.48
H -3.5292 -1.6526 1.8036 -2.28 -1.02 -0.56
```
Forces are in eV/Å.

Output
- HOMO: -9.04 eV
- ΔE to the lowest compared entry with this formula, charge and spin: 57.4 kcal/mol
- Lowest unoccupied orbital energy: 0.786 eV

=====

(2)
Entry from the OMol25 dataset: C9H16NO4P in the gas phase in a non-equilibrium geometry (ωB97M-V/def2-TZVPD).

Structure (XYZ):
```
31
Properties=species:S:1:pos:R:3:forces:R:3
C -1.7485 1.3260 -2.1690 -0.22 0.43 -0.61
C -1.6601 -2.1305 -0.8496 1.87 -1.46 -2.86
C 0.2403 -1.1467 2.8784 0.74 -0.07 -1.22
C 0.3340 -1.5829 1.6283 -0.09 0.35 -3.45
C -0.4183 0.8389 -1.6595 0.35 -0.98 0.37
C -2.2208 -1.4195 0.0728 0.54 -2.43 3.26
C 0.5861 1.8859 -1.2720 0.29 0.64 2.22
C 1.7793 1.3489 -0.4990 1.00 -1.00 2.30
C 1.3420 0.5830 0.7966 1.30 -1.36 -0.73
N 0.7981 -0.7505 0.5335 -0.48 -1.64 -0.01
O -1.7444 -2.0401 -2.1977 -0.71 1.56 -0.01
O -2.6826 0.5963 -2.4204 0.14 -0.50 -0.05
O -0.6749 -3.0626 -0.5795 -0.70 0.35 1.06
O 2.5333 0.4726 1.6091 -1.24 -1.72 2.21
P -0.3595 -3.3691 1.0851 1.41 2.00 -0.77
H -1.9692 2.4102 -2.3313 0.67 -0.20 0.35
H 0.6091 -0.1670 3.1129 -0.22 0.18 0.72
H 0.0363 -1.9202 3.5460 -0.68 -0.47 1.70
H 0.1344 0.1595 -2.3771 -1.22 0.28 0.52
H -0.6891 0.2522 -0.7205 0.29 0.46 -1.34
H -2.9397 -0.7391 -0.1029 -2.34 2.15 -0.47
H -2.1212 -1.9385 1.0657 -0.38 1.48 -0.70
H 0.1775 2.5251 -0.4907 -0.66 0.69 -0.48
H 0.9647 2.4594 -2.0746 0.06 0.79 -1.03
H 2.4962 2.1143 0.0692 -1.38 -1.18 -2.19
H 2.3137 0.5982 -1.1130 0.37 0.58 0.35
H 0.6485 1.1743 1.3676 -0.80 0.29 0.15
H 0.8487 -1.1874 -0.4420 0.06 0.94 2.33
H -2.2270 -1.1740 -2.4638 0.73 -1.48 0.83
H 2.2483 -0.1348 2.4269 1.16 1.89 -2.72
H 0.9488 -3.6997 0.6851 0.15 -0.58 0.26
```
Forces are in eV/Å.

Output
- HOMO: -8.61 eV
- ΔE to the lowest compared entry with this formula, charge and spin: 56.7 kcal/mol
- Lowest unoccupied orbital energy: 0.549 eV

=====

(3)
Entry from the OMol25 dataset: 2 unconnected molecules or ions with the total composition C9H16NP in a non-equilibrium geometry (ωB97M-V/def2-TZVPD).

Structure (XYZ):
```
27
Properties=species:S:1:pos:R:3:forces:R:3
C 1.9504 -2.0546 -0.0455 -0.43 -0.49 0.00
C 0.0419 0.6860 0.8927 0.38 0.49 -0.60
C 1.7712 1.3928 -0.7425 -0.91 -0.14 -0.51
C -0.1889 -0.6560 0.1220 2.91 2.95 -0.41
C 1.8215 -0.0578 -1.3641 0.54 2.10 0.19
C 0.4713 1.8441 -0.1034 0.06 -1.58 2.77
C 1.2348 -1.0224 -0.3474 -1.28 0.17 -1.52
C 0.5593 3.1801 0.6718 -0.03 -2.24 0.93
C -4.6964 -2.7380 0.0271 2.11 2.23 1.77
N 2.6634 -3.0080 0.2249 0.39 -0.94 -0.30
P -3.7548 -1.3435 0.1634 0.82 -2.24 1.23
H -0.8266 0.8923 1.4933 -0.61 0.54 0.08
H 0.8788 0.6428 1.5967 -0.05 -0.48 0.09
H 2.5151 1.6577 -0.0347 1.26 -0.47 0.63
H 1.8434 2.0921 -1.5249 0.84 0.89 -1.40
H -0.7371 -1.3286 0.6853 -0.62 -1.64 1.04
H -0.7763 -0.2958 -0.7116 -0.25 -0.59 -0.61
H 1.3634 0.0333 -2.3905 -0.35 -0.61 1.18
H 2.8798 -0.2358 -1.6252 -0.37 -0.32 0.49
H -0.2230 1.9120 -0.8716 -1.77 0.23 -1.38
H 1.3352 3.0869 1.4383 0.39 0.29 -0.37
H -0.3208 3.2951 1.2888 -0.61 0.12 -0.12
H 0.6618 4.0277 0.0644 0.45 1.21 -0.85
H -4.5936 -3.4302 0.8227 0.08 -1.06 0.13
H -5.5456 -2.7559 -0.5390 -2.00 -0.26 -1.71
H 2.5368 -3.7863 -0.4546 0.11 0.51 0.63
H -2.8648 -2.0299 1.2637 -1.09 1.32 -1.40
```
Forces are in eV/Å.

Output
- HOMO: -8.30 eV
- ΔE to the lowest compared entry with this formula, charge and spin: 49.3 kcal/mol
- Lowest unoccupied orbital energy: -0.044 eV

=====

(4)
Entry from the OMol25 dataset: C9H16O in the gas phase in a non-equilibrium geometry (ωB97M-V/def2-TZVPD).

Structure (XYZ):
```
26
Properties=species:S:1:pos:R:3:forces:R:3
C 0.6993 -1.0052 -0.9808 1.35 4.08 2.17
C 2.0083 -0.7740 -1.0658 -2.86 1.82 1.95
C -1.1906 0.6729 -0.8880 2.56 3.90 0.88
C -0.3319 -0.3150 -0.0973 -0.92 -1.13 1.76
C 2.7835 0.1598 -0.2338 -0.08 -0.29 0.59
C -2.2755 1.5705 -0.2354 -0.81 -4.35 2.84
C 0.1583 0.2468 1.2900 -4.52 -2.99 -0.35
C -1.2456 -1.5295 0.1663 2.36 -0.56 0.94
C 3.6708 -0.3142 0.6155 0.80 1.82 0.46
O 2.5043 1.4966 -0.2275 -1.61 0.02 -2.08
H 0.1584 -1.6788 -1.4908 -0.74 -2.64 -2.55
H 2.5154 -1.3719 -1.6688 2.49 -2.51 -2.65
H -1.6580 0.1463 -1.6124 -1.34 -1.61 -2.77
H -2.7502 2.1821 -0.9230 -0.48 1.50 -1.31
H -1.9083 2.0633 0.6712 -0.19 0.24 -0.40
H -3.1781 0.8404 0.1292 2.03 1.65 -0.59
H 0.3792 1.2052 1.0973 1.38 3.54 0.11
H 0.9437 -0.3871 1.5463 1.44 -0.54 1.10
H -0.7460 0.1883 2.0676 2.06 0.10 -1.63
H -2.1049 -1.2723 0.6040 -3.35 1.57 2.30
H -0.8674 -2.3494 0.8130 0.37 0.48 -0.65
H -1.6242 -1.8897 -0.7273 -0.22 -1.26 -2.09
H 4.2126 0.4119 1.2333 -0.13 -0.52 -0.10
H 3.8866 -1.3352 0.6645 0.31 -1.28 0.11
H -0.4612 1.4265 -1.4035 -1.07 -1.24 0.58
H 1.8407 1.6054 -0.9757 1.17 0.21 1.38
```
Forces are in eV/Å.

Output
- HOMO: -8.64 eV
- ΔE to the lowest compared entry with this formula, charge and spin: 65.7 kcal/mol
- Lowest unoccupied orbital energy: 0.729 eV

=====

(5)
Entry from the OMol25 dataset: C9H16O2Si in the gas phase in a non-equilibrium geometry (ωB97M-V/def2-TZVPD).

Structure (XYZ):
```
28
Properties=species:S:1:pos:R:3:forces:R:3
C 2.8203 0.9794 1.0825 0.58 1.79 0.77
C 1.5403 0.9872 0.7180 0.00 1.12 2.05
C 3.8129 0.1055 0.4125 1.92 0.99 0.29
C 3.5022 -0.1441 -1.0790 0.39 2.09 -0.04
C 2.0368 -0.4241 -1.3369 0.62 0.70 1.01
C 1.1076 0.2178 -0.4195 -4.07 -3.20 0.48
C -2.2739 0.1805 1.7928 1.58 0.72 -1.65
C -2.9789 -1.3441 -0.9242 0.93 -1.18 1.07
C -1.8903 1.5613 -1.1693 -1.20 1.12 1.63
O 1.1828 0.6828 -1.6716 0.78 1.43 -1.73
O -0.2349 -0.4966 -0.2423 3.63 0.11 0.35
Si -1.7475 0.0270 -0.0636 -2.49 -0.98 -1.41
H 3.2832 1.7977 1.7666 -1.34 -1.81 -0.64
H 0.8031 1.5261 1.3411 0.36 0.01 -0.82
H 4.8270 0.6111 0.5873 -1.17 -0.65 -0.81
H 3.9811 -0.8372 0.9717 -0.58 0.23 -0.30
H 3.8824 0.7208 -1.7540 -0.64 -1.45 1.14
H 4.0625 -1.0105 -1.2367 0.87 -1.40 -1.23
H 1.7934 -1.3278 -1.8250 -0.49 -0.83 -0.37
H -3.3011 -0.0564 1.8463 -1.24 -0.13 0.21
H -1.7067 -0.4539 2.4799 0.04 0.23 -0.23
H -2.1140 1.2498 1.9749 -0.13 -0.17 0.61
H -2.5947 -1.6477 -1.9472 -0.28 0.25 1.25
H -3.0233 -2.2803 -0.2307 0.60 1.28 -1.22
H -4.0645 -1.1879 -1.0324 0.42 0.81 0.00
H -2.7716 2.1512 -0.8359 0.08 -0.36 -0.06
H -1.1115 2.2847 -1.0150 0.86 0.23 0.34
H -1.9964 1.5517 -2.2338 -0.03 -0.95 -0.68
```
Forces are in eV/Å.

Output
- HOMO: -9.37 eV
- ΔE to the lowest compared entry with this formula, charge and spin: 16.7 kcal/mol
- Lowest unoccupied orbital energy: 0.807 eV

=====

(6)
Entry from the OMol25 dataset: C9H16O2Si in the gas phase in a non-equilibrium geometry (ωB97M-V/def2-TZVPD).

Structure (XYZ):
```
28
Properties=species:S:1:pos:R:3:forces:R:3
C -0.4396 -1.4701 0.0978 0.98 0.85 -1.49
C -0.0584 -0.3490 -0.5567 1.06 -0.67 -1.28
C -0.9317 -2.6389 2.1996 1.16 -1.22 -2.44
C -0.6212 -1.5451 1.5107 -1.39 -1.55 0.37
C -0.5597 -2.6096 -0.8718 0.09 -2.74 2.27
C -0.0183 -0.6860 -2.1136 -2.02 -1.01 4.17
C 1.5210 1.2756 1.6068 -1.78 0.71 1.41
C -1.1391 2.2548 0.3834 2.51 0.66 0.43
C 1.6625 2.2924 -1.2019 -0.46 -2.55 -0.12
O -0.3222 -2.0918 -2.1147 0.83 -0.11 -1.64
O -1.0665 -0.0418 -2.7072 -0.74 0.98 -0.93
Si 0.5201 1.3633 0.0207 -0.40 0.04 0.29
H -1.3433 -2.7040 3.1836 0.17 -0.02 0.37
H -0.6905 -3.5211 1.5463 -0.76 0.11 1.46
H -0.8323 -0.6360 1.9129 -0.23 2.70 1.48
H 0.1862 -3.4302 -0.5226 -0.29 1.29 -0.87
H -1.4872 -3.2882 -0.7917 0.57 1.63 -0.39
H 0.9157 -0.4366 -2.5476 0.68 -0.02 -0.93
H 1.1167 0.4626 2.2468 0.51 0.39 -0.28
H 2.5432 1.1152 1.3883 1.17 -0.34 -0.07
H 1.4320 2.2268 2.2361 0.12 -1.11 -0.98
H -1.3083 3.0407 -0.3123 -0.56 0.45 -0.88
H -1.9176 1.5706 0.4806 -1.48 -1.10 -0.22
H -1.0535 2.7592 1.3359 0.11 0.16 0.46
H 1.0547 2.5786 -2.0387 -0.03 1.10 -0.31
H 2.1932 2.9734 -0.5951 0.04 1.68 0.32
H 2.4956 1.7145 -1.6341 -0.44 -0.41 0.20
H -1.8516 -0.1796 -2.1415 0.56 0.08 -0.40
```
Forces are in eV/Å.

Output
- HOMO: -8.84 eV
- ΔE to the lowest compared entry with this formula, charge and spin: 27.6 kcal/mol
- Lowest unoccupied orbital energy: 0.502 eV